Record 1
{"formula": "CH3NO2S", "method": "the ωB97M-V functional and the def2-TZVPD basis", "symbols": ["S", "O", "O", "N", "C", "H", "H", "H"], "xyz": [[-0.1955, 1.4318, -0.1757], [-0.7675, 1.0213, -1.4448], [-0.2197, 2.8875, 0.0511], [0.5404, 0.5951, 0.7930], [0.1422, -1.3722, 0.2502], [0.1435, -1.9254, 1.2057], [-0.7452, -1.0833, -0.4776], [1.1019, -1.5548, -0.2020]], "atomic_forces_ev_per_a": [[-0.246, 3.644, -1.416], [0.146, -0.453, 1.008], [0.023, -2.451, -0.051], [-0.522, -3.968, 0.022], [-0.357, 3.722, -0.388], [-0.948, 0.746, -0.463], [1.880, -1.351, 1.916], [0.023, 0.112, -0.629]], "homo_lumo_gap_ha": 0.3715, "multiplicity": 1, "e_tot_ha": -643.173313, "charge": 0}



Record 2
{"formula": "CH3NO2S2", "method": "the ωB97M-V functional and the def2-TZVPD basis", "symbols": ["S", "S", "O", "O", "N", "C", "H", "H", "H"], "xyz": [[1.5098, 2.0540, -0.5665], [-4.0620, -0.8069, 0.1258], [3.2928, -0.6564, 0.8568], [2.5753, -0.8531, -1.3142], [0.6055, 1.4422, 0.5181], [2.9283, -0.7512, -0.2270], [-4.2776, -1.9404, -0.6094], [0.1150, 2.0399, 1.1194], [-2.6870, -0.5282, 0.0969]], "atomic_forces_ev_per_a": [[-0.100, 0.642, 0.083], [0.362, 0.417, 0.223], [0.425, 0.145, 1.265], [-0.327, -0.314, -1.164], [0.878, -2.024, -0.995], [-0.045, -0.081, -0.148], [0.987, 0.585, 0.239], [-0.850, 1.630, 0.960], [-1.328, -1.001, -0.463]], "homo_lumo_gap_ha": [0.2733, 0.2738], "smiles": "O=C=O.N=S.S", "multiplicity": 1, "e_tot_ha": -1041.457574, "charge": 0}



Record 3
{"formula": "CH3NO2S2", "method": "the ωB97M-V functional and the def2-TZVPD basis", "symbols": ["S", "S", "O", "O", "N", "C", "H", "H", "H"], "xyz": [[1.6966, -0.2519, 0.4100], [-0.8517, -0.5173, -1.6227], [1.1217, -1.1730, -0.5989], [-0.4610, 0.2197, -2.7710], [-1.2339, 0.2967, -0.4038], [0.5104, -0.0446, 1.5741], [0.7750, 0.7472, 2.0990], [-1.1567, 1.2672, -0.2203], [-0.4004, -0.5439, 1.5336]], "atomic_forces_ev_per_a": [[-2.774, -0.083, 1.633], [-1.466, 0.706, 1.880], [1.380, -0.819, -0.387], [0.857, 0.690, -1.836], [-0.651, -2.060, -0.060], [3.025, -2.130, -4.178], [0.698, 3.355, 3.279], [0.176, 1.084, -0.510], [-1.245, -0.744, 0.180]], "homo_lumo_gap_ha": [0.3326, 0.3326], "multiplicity": 1, "e_tot_ha": -1041.397972, "charge": 0}



Record 4
{"formula": "CH3NO3", "method": "the ωB97M-V functional and the def2-TZVPD basis", "symbols": ["O", "O", "O", "N", "C", "H", "H", "H"], "xyz": [[-5.4226, -5.3100, 2.0829], [7.3460, 6.8857, -3.7371], [-4.6096, -3.2557, 1.7554], [-4.7249, -4.3024, 2.4869], [-3.8744, -4.4239, 3.4839], [-3.1658, -3.6155, 3.8928], [-3.9754, -5.3855, 4.0964], [6.4305, 6.5883, -3.5657]], "atomic_forces_ev_per_a": [[-0.248, 0.855, 0.599], [-0.554, -0.156, 0.092], [-1.015, 0.087, 0.077], [1.863, -0.236, -1.642], [0.815, -1.145, 3.278], [-1.600, -1.128, -1.266], [0.153, 1.538, -1.031], [0.586, 0.185, -0.107]], "homo_lumo_gap_ha": 0.2443, "multiplicity": 1, "e_tot_ha": -320.225947, "charge": -2}



Record 5
{"formula": "CH3NO3", "method": "the ωB97M-V functional and the def2-TZVPD basis", "symbols": ["O", "O", "O", "N", "C", "H", "H", "H"], "xyz": [[-0.4019, -0.9510, 0.0392], [1.2249, 1.7031, 1.6014], [1.5160, -0.4420, 1.7261], [1.0735, 0.5670, 1.2550], [-0.0003, 0.3513, 0.0198], [0.3559, -1.5088, 0.2873], [0.6776, 0.5780, -0.8301], [-0.8248, 1.0473, 0.0653]], "atomic_forces_ev_per_a": [[-0.262, -0.078, 0.142], [0.728, 0.404, 0.321], [0.737, -0.345, 0.267], [-3.059, 0.205, -1.399], [2.458, -0.585, -0.054], [-0.146, 0.188, -0.067], [-0.459, 0.089, 0.275], [0.002, 0.123, 0.515]], "homo_lumo_gap_ha": 0.4126, "smiles": "O=[N+]([O-])CO", "multiplicity": 1, "e_tot_ha": -320.268297, "charge": 0}



Record 6
{"formula": "CH3NO3", "method": "the ωB97M-V functional and the def2-TZVPD basis", "symbols": ["O", "O", "O", "N", "C", "H", "H", "H"], "xyz": [[-0.0924, 0.8267, -0.9860], [0.9741, 0.0807, -1.4429], [1.2324, -0.8405, 0.1970], [0.3429, -0.2099, 0.9234], [-0.7176, -0.0081, -0.0050], [-1.6485, 0.5838, 0.4230], [-0.9670, -0.8985, -0.5065], [0.8761, 0.4658, 1.3969]], "atomic_forces_ev_per_a": [[0.921, -0.148, -0.098], [-0.808, 0.263, 0.751], [0.068, -0.214, 0.075], [0.960, -2.831, -1.899], [-2.396, 3.473, 1.104], [2.036, -1.221, -0.865], [-0.361, -1.423, 0.003], [-0.421, 2.101, 0.929]], "homo_lumo_gap_ha": [0.3478, 0.3385], "multiplicity": 1, "e_tot_ha": -320.114912, "charge": 0}



Record 7
{"formula": "CH3NO3S", "method": "the ωB97M-V functional and the def2-TZVPD basis", "symbols": ["S", "O", "O", "O", "N", "C", "H", "H", "H"], "xyz": [[-0.3239, 1.0865, 1.5283], [0.6479, 2.0814, 1.4477], [0.2087, -0.1892, 1.9121], [0.3463, -1.5035, -0.0928], [-0.6411, 0.3711, -0.8275], [-0.0839, -0.7636, -1.0322], [0.3572, -0.9958, 0.7567], [-0.6568, 0.9947, -1.5439], [0.1456, -1.0817, -2.1484]], "atomic_forces_ev_per_a": [[-2.362, -0.415, 0.039], [1.837, 2.394, -0.418], [0.199, -0.878, 1.100], [0.492, -2.092, -0.416], [0.525, -1.917, 3.560], [0.255, 1.499, -3.714], [-0.123, -0.426, 0.302], [-0.439, 1.762, -2.770], [-0.384, 0.074, 2.318]], "homo_lumo_gap_ha": 0.3718, "multiplicity": 1, "e_tot_ha": -718.533706, "charge": 0}



Record 8
{"formula": "CH3NOP2S", "method": "the ωB97M-V functional and the def2-TZVPD basis", "symbols": ["S", "P", "P", "O", "N", "C", "H", "H", "H"], "xyz": [[-1.1271, -1.8092, 0.1304], [0.1067, 1.3947, -0.7189], [-1.5482, -0.1063, 1.3696], [-1.1412, 1.1121, 0.3017], [0.1741, -1.4256, -0.8077], [0.6788, -0.2958, -1.0917], [-0.2807, -0.1724, 1.9985], [1.5962, 1.6320, 0.5676], [1.5413, -0.3294, -1.7494]], "atomic_forces_ev_per_a": [[-0.832, 0.216, 0.479], [2.038, 0.073, 2.628], [0.640, -0.233, -0.569], [-0.245, 0.347, -0.223], [0.704, -0.124, -0.495], [-0.221, -0.022, 0.348], [0.093, 0.099, 0.104], [-2.382, -0.387, -2.110], [0.205, 0.032, -0.163]], "homo_lumo_gap_ha": 0.3042, "multiplicity": 1, "e_tot_ha": -1250.726127, "charge": 0}



Record 9
{"formula": "CH3NOS", "method": "the ωB97M-V functional and the def2-TZVPD basis", "symbols": ["S", "O", "N", "C", "H", "H", "H"], "xyz": [[1.2187, -0.2828, 0.6926], [1.9429, 0.6139, -0.1921], [-0.2824, -1.0242, -0.2000], [-0.6136, 0.0952, 0.4504], [-1.3537, 0.1061, 1.2363], [-0.2271, -0.9618, -1.2904], [-0.6848, 1.4536, -0.6967]], "atomic_forces_ev_per_a": [[-2.541, -0.078, -1.254], [0.772, 0.210, -0.079], [1.393, -1.875, -2.693], [0.346, 4.376, -1.887], [-0.206, 0.277, 0.023], [0.169, -0.146, 2.790], [0.066, -2.765, 3.099]], "homo_lumo_gap_ha": 0.3436, "multiplicity": 1, "e_tot_ha": -567.899053, "charge": 0}



Record 10
{"formula": "CH3NOS", "method": "the ωB97M-V functional and the def2-TZVPD basis", "symbols": ["S", "O", "N", "C", "H", "H", "H"], "xyz": [[1.4125, 0.1721, 0.3015], [0.8683, -0.0226, 1.6366], [0.1660, 0.1205, -0.8647], [-0.9934, -0.4622, -0.4902], [1.4356, 1.5792, 0.1254], [-1.1143, -0.8411, 0.5170], [-1.7746, -0.5459, -1.2256]], "atomic_forces_ev_per_a": [[-0.663, 1.364, -0.832], [-0.076, -0.471, 1.033], [-3.775, -2.013, 0.756], [4.548, 2.004, -0.889], [0.190, -0.925, -0.049], [-0.119, -0.007, 0.160], [-0.105, 0.047, -0.180]], "homo_lumo_gap_ha": 0.3683, "multiplicity": 1, "e_tot_ha": -568.007336, "charge": 0}



Record 11
{"formula": "CH3NS", "method": "the ωB97M-V functional and the def2-TZVPD basis", "symbols": ["S", "N", "C", "H", "H", "H"], "xyz": [[0.2118, 0.3067, -0.9574], [-0.5373, -0.1493, 0.5242], [0.0671, -0.5303, 1.5606], [-0.8027, 0.9711, -1.4921], [-0.3798, -0.7415, 2.3886], [1.1517, -0.9095, 1.3883]], "atomic_forces_ev_per_a": [[0.693, -0.934, 1.058], [-1.470, 1.667, -0.365], [5.563, -0.547, -6.860], [-0.527, 0.002, 0.163], [-3.011, -1.100, 4.985], [-1.248, 0.913, 1.019]], "homo_lumo_gap_ha": 0.3756, "smiles": "C=NS", "multiplicity": 1, "e_tot_ha": -492.774429, "charge": 0}



Record 12
{"formula": "CH3NS", "method": "the ωB97M-V functional and the def2-TZVPD basis", "symbols": ["S", "N", "C", "H", "H", "H"], "xyz": [[-2.1504, -0.2901, -0.1459], [1.3420, -0.3981, 0.0922], [-0.9786, 0.6597, 0.0711], [-0.5813, 1.7247, -0.0538], [0.9037, -0.6454, -0.7721], [1.4646, -1.0508, 0.8084]], "atomic_forces_ev_per_a": [[-0.950, -0.308, -0.128], [0.067, 3.472, -0.865], [2.521, 1.572, 0.002], [-0.926, -1.693, 0.254], [-0.202, -1.193, -0.128], [-0.511, -1.850, 0.866]], "homo_lumo_gap_ha": [0.2589, 0.3510], "multiplicity": 1, "e_tot_ha": -492.667485, "charge": 0}



Record 13
{"formula": "CH3O2S", "method": "the ωB97M-V functional and the def2-TZVPD basis", "symbols": ["S", "O", "O", "C", "H", "H", "H"], "xyz": [[-0.9187, 0.3725, -0.1435], [-1.4956, 1.6964, 0.2700], [-1.9657, -0.6877, -0.3466], [1.6446, -0.2215, 0.3637], [1.9203, -1.1930, 0.0024], [1.4393, -0.5370, 1.4436], [-0.6243, 0.5703, -1.5896]], "atomic_forces_ev_per_a": [[-0.704, -0.029, -2.446], [0.989, -1.214, 0.027], [0.771, 0.385, 0.796], [-0.715, 1.350, 1.827], [-0.419, -1.316, -1.060], [-0.033, 0.659, -0.708], [0.111, 0.165, 1.563]], "homo_lumo_gap_ha": [0.2713, 0.2713], "multiplicity": 1, "e_tot_ha": -588.431533, "charge": -1}



Record 14
{"formula": "CH3O3", "method": "the ωB97M-V functional and the def2-TZVPD basis", "symbols": ["O", "O", "O", "C", "H", "H", "H"], "xyz": [[2.4821, 0.5596, 1.8430], [-0.1008, 0.2480, -1.7684], [1.0844, 0.4226, 1.9405], [-1.0580, -0.3330, -1.1992], [-1.1129, -1.4150, -0.9159], [0.7379, 0.3805, 1.0168], [-2.0327, 0.1373, -0.9167]], "atomic_forces_ev_per_a": [[-1.218, -0.119, -0.153], [1.180, 0.671, -0.750], [0.657, 0.049, -0.382], [-2.742, -1.645, 1.874], [0.706, 0.703, -0.547], [0.517, 0.061, 0.466], [0.900, 0.280, -0.508]], "homo_lumo_gap_ha": [0.3126, 0.2583], "multiplicity": 4, "e_tot_ha": -265.287476, "charge": 0, "s2": 3.760}



Record 15
{"formula": "CH3O3P", "method": "the ωB97M-V functional and the def2-TZVPD basis", "symbols": ["P", "O", "O", "O", "C", "H", "H", "H"], "xyz": [[4.1483, -0.4613, -0.0190], [4.6024, 0.8988, -0.1706], [1.1860, -0.9071, 0.2267], [2.5807, 0.0056, 0.2075], [0.2236, -0.0278, -0.1342], [-0.7106, -0.6282, -0.0427], [0.3309, 0.1052, -1.1235], [0.1463, 0.9685, 0.5060]], "atomic_forces_ev_per_a": [[-1.931, -0.838, 0.186], [1.841, 1.374, -0.247], [4.151, -0.275, 1.494], [-3.043, -1.566, -0.082], [-1.759, 1.553, 3.197], [0.402, 0.340, 0.399], [0.119, 1.535, -3.669], [0.220, -2.123, -1.278]], "homo_lumo_gap_ha": 0.3715, "multiplicity": 1, "e_tot_ha": -606.852309, "charge": 0}



Record 16
{"formula": "CH3O3PS", "method": "the ωB97M-V functional and the def2-TZVPD basis", "symbols": ["S", "P", "O", "O", "O", "C", "H", "H", "H"], "xyz": [[-2.4521, 0.8596, -0.2458], [-1.5172, -0.8702, 0.1646], [0.3193, -0.7149, -1.2123], [0.3153, 1.1684, 0.1627], [1.0374, -0.7864, 1.0070], [0.2095, -0.1343, 0.1159], [1.5284, -0.1400, 1.5851], [1.2531, -0.8985, -1.3593], [-0.6937, 1.5163, -0.2179]], "atomic_forces_ev_per_a": [[0.110, -1.806, 0.215], [-1.363, 2.030, -0.149], [0.655, 0.345, 0.396], [-1.613, 1.869, -0.994], [1.188, 0.455, 0.798], [-0.667, -1.195, -0.116], [-0.882, -0.685, -1.090], [0.279, -0.253, -0.238], [2.293, -0.761, 1.177]], "homo_lumo_gap_ha": 0.2933, "multiplicity": 1, "e_tot_ha": -1005.132931, "charge": 0}



Record 17
{"formula": "CH3O3PS", "method": "the ωB97M-V functional and the def2-TZVPD basis", "symbols": ["S", "P", "O", "O", "O", "C", "H", "H", "H"], "xyz": [[1.8776, 1.6800, 0.0672], [1.7579, -0.2113, 0.0630], [2.6697, -1.3167, 0.0294], [-1.8939, -0.3972, -0.4699], [0.2601, -0.7565, 0.0132], [-0.9114, 0.0643, 0.2929], [-1.0957, -0.1085, 1.3464], [-0.6249, 0.9868, -0.0553], [-2.0394, 0.0591, -1.2869]], "atomic_forces_ev_per_a": [[0.434, -0.128, 0.079], [-2.340, 0.708, -0.244], [1.299, -0.837, 0.013], [-2.287, -1.672, 0.105], [1.419, -0.315, 0.306], [1.022, -1.456, -0.132], [-0.297, 0.439, 0.097], [0.467, 2.738, 0.294], [0.284, 0.523, -0.518]], "homo_lumo_gap_ha": 0.3806, "smiles": "O=P(=S)OCO", "multiplicity": 1, "e_tot_ha": -1005.198182, "charge": 0}



Record 18
{"formula": "CH3O3S", "method": "the ωB97M-V functional and the def2-TZVPD basis", "symbols": ["S", "O", "O", "O", "C", "H", "H", "H"], "xyz": [[-0.0866, -0.9614, -1.7342], [0.8662, 2.4329, 1.3838], [-1.2097, -1.4799, -0.5344], [0.7469, -2.2112, -1.9657], [0.4112, 1.3353, 1.0441], [-1.2555, -0.7666, 0.0716], [0.1839, 1.2721, -0.0203], [0.3436, 0.3789, 1.7551]], "atomic_forces_ev_per_a": [[0.137, 0.049, -0.414], [-0.786, -2.181, 0.429], [-0.497, -0.907, -0.645], [0.384, -0.126, -0.080], [1.250, 1.295, 0.936], [-0.015, 0.989, 1.142], [-0.546, -0.974, -0.112], [0.072, 1.856, -1.255]], "homo_lumo_gap_ha": 0.1885, "multiplicity": 1, "e_tot_ha": -663.768454, "charge": -1}



Record 19
{"formula": "CH3O4S", "method": "the ωB97M-V functional and the def2-TZVPD basis", "symbols": ["S", "O", "O", "O", "O", "C", "H", "H", "H"], "xyz": [[-0.9336, -0.4774, -1.4138], [0.2747, -0.9808, -0.0240], [-0.2689, -1.1310, -2.6154], [-0.3776, 0.8930, 1.1549], [-0.8488, 0.9787, -1.4236], [0.5069, -0.1574, 1.0010], [0.4030, -0.7883, 1.9565], [-0.4320, 1.3109, 0.3135], [1.6763, 0.3524, 1.0510]], "atomic_forces_ev_per_a": [[1.170, -2.463, -1.905], [-0.278, -0.283, -2.040], [-1.122, 1.395, 2.487], [-0.389, 0.023, 1.675], [0.388, 0.778, -0.281], [2.596, 0.262, 2.735], [0.398, 0.916, -0.831], [-0.327, 0.767, -1.364], [-2.435, -1.396, -0.476]], "homo_lumo_gap_ha": 0.3176, "multiplicity": 1, "e_tot_ha": -739.079925, "charge": -1}



Record 20
{"formula": "CH3OS", "method": "the ωB97M-V functional and the def2-TZVPD basis", "symbols": ["S", "O", "C", "H", "H", "H"], "xyz": [[1.8171, 0.0945, -1.3938], [-1.6804, 0.9610, 0.2680], [-1.0131, -0.0348, 0.4016], [0.0554, 0.0130, 0.6308], [2.2926, -0.0033, -0.1514], [-1.4716, -1.0304, 0.2448]], "atomic_forces_ev_per_a": [[-0.095, -0.080, -0.259], [-0.222, -0.012, 0.153], [-0.038, 0.332, -0.227], [0.050, -0.128, 0.090], [0.154, -0.019, 0.253], [0.150, -0.093, -0.010]], "homo_lumo_gap_ha": 0.2531, "multiplicity": 1, "e_tot_ha": -513.333044, "charge": -1}



In kJ/mol, the relative energy (zero: lowest compared OMol25 entry of this formula, charge and spin) values for the records above are, in order, 369.80; 88.57; 245.05; 1.38; 195.13; 597.84; 98.09; 245.38; 529.57; 245.28; 171.57; 452.36; 554.10; 299.11; 453.99; 171.32; 0.00; 270.15; 119.35; 12.78.